# 1
ORCA calculation (ωB97M-V with the def2-TZVPD basis set) on a gas-phase ion, CH4S (charge +1) in a non-equilibrium geometry.

Atoms and positions in Å:
C -0.90 0.70 -0.12
S 0.55 -0.38 0.10
H -0.88 1.45 0.70
H -1.73 0.06 0.16
H -0.49 1.20 -0.99
H -0.09 -1.47 -0.46

Summary:
Total charge = +1
2S+1 = 2
⟨S²⟩ = 0.753
Frontier orbital gap (alpha / beta) = 13.189 / 9.097 eV

=====

# 2
ORCA calculation (ωB97M-V with the def2-TZVPD basis set) on 2 unconnected molecules or ions with the total composition C5H14N2O in a non-equilibrium geometry.

Atoms and positions in Å:
C -0.92 0.06 2.03
C -0.35 0.36 0.61
C -1.40 -0.05 -0.48
C -1.08 -1.50 -0.67
O 0.24 -1.68 -0.87
N 0.15 1.62 0.53
C 0.70 1.99 -0.75
N 1.58 1.02 -1.46
H -1.29 1.02 2.39
H -1.65 -0.73 2.11
H -0.04 -0.13 2.65
H 0.49 -0.38 0.43
H -2.43 0.25 -0.26
H -1.16 0.56 -1.35
H -1.57 -1.91 -1.54
H -1.46 -2.00 0.25
H 1.17 0.09 -1.42
H -0.07 2.31 -1.46
H 1.35 2.83 -0.52
H 2.70 -2.70 0.62
H 2.51 -2.04 0.33
H 2.54 1.01 -1.16

Summary:
Total charge = 0
Frontier orbital gap = 6.222 eV

=====

# 3
ORCA calculation (ωB97M-V with the def2-TZVPD basis set) on C6H7N in the gas phase in a non-equilibrium geometry.

Atoms and positions in Å:
C 0.18 -1.12 -0.70
C -0.49 0.69 0.29
C 0.67 -0.06 0.02
C -1.64 -0.03 -0.12
C -1.79 1.15 0.77
C 2.13 0.25 0.11
N -1.21 -1.20 -0.72
H 0.73 -1.96 -1.13
H -1.99 1.06 1.91
H -2.24 2.11 0.34
H 2.61 -0.39 0.74
H 2.66 0.13 -0.88
H 2.21 1.24 0.54
H -1.81 -1.88 -1.18

Summary:
Structure (SMILES) = Cc1c[nH]c2c1C2
Total charge = 0
Frontier orbital gap = 8.593 eV

=====

What energy above the lowest of the compared OMol25 structures with the same formula, charge and spin values result from the calculations? In sequence: 7.8; 172.7; 106.8 kcal/mol.
What E values result from the calculations? In sequence: -11926.8983; -10433.5398; -7821.0156 eV.